Record 1
{
  "formula": "CH3FO2S",
  "method": "the ωB97M-V functional and the def2-TZVPD basis",
  "elements": ["C", "O", "O", "F", "S", "H", "H", "H"],
  "xyz": [[0.56, 0.41, -0.64], [1.21, -0.76, -0.44], [-1.43, -0.87, 0.34], [-1.48, 0.84, 2.34], [-0.48, -0.04, 1.11], [1.16, 1.34, -0.79], [-0.07, 0.51, -1.47], [0.54, -1.43, -0.46]],
  "largest_force_ev_per_a": 2.7,
  "energy_ha": -688.326980,
  "charge": 0,
  "e_homo_ev": -9.64
}

Record 2
{
  "formula": "C22H34F5NO17P",
  "method": "the ωB97M-V functional and the def2-TZVPD basis",
  "elements": ["N", "C", "C", "C", "C", "C", "C", "C", "O", "P", "O", "H", "H", "H", "H", "H", "H", "H", "H", "H", "H", "H", "H", "H", "H", "H", "H", "H", "H", "H", "C", "C", "O", "C", "O", "O", "F", "H", "H", "H", "C", "C", "O", "C", "O", "O", "F", "H", "H", "H", "C", "C", "O", "C", "O", "O", "F", "H", "H", "H", "C", "C", "O", "C", "O", "O", "F", "H", "H", "H", "C", "C", "O", "C", "O", "O", "F", "H", "H", "H"],
  "xyz": [[4.30, -0.08, -0.82], [4.87, 1.28, -0.83], [4.18, 2.21, -1.89], [3.93, 3.66, -1.40], [2.45, 3.89, -0.94], [1.91, 2.75, -0.03], [0.56, 2.13, -0.51], [0.45, 1.68, -2.00], [-0.43, 0.55, -2.01], [-0.35, -0.29, -0.46], [0.40, 1.05, 0.40], [4.58, -0.52, -1.68], [3.29, -0.04, -0.77], [5.94, 1.16, -1.10], [4.83, 1.69, 0.19], [4.86, 2.27, -2.76], [3.22, 1.75, -2.14], [4.08, 4.33, -2.27], [4.61, 4.00, -0.60], [2.44, 4.85, -0.39], [1.81, 3.98, -1.83], [2.62, 1.92, 0.11], [1.73, 3.17, 0.97], [-0.22, 2.88, -0.28], [1.36, 1.27, -2.48], [0.09, 2.43, -2.72], [-1.08, -1.38, -1.06], [-1.61, 0.30, 0.01], [-0.32, -1.05, 0.75], [0.99, -0.77, -0.84], [3.21, -2.22, 2.78], [2.70, -3.30, 3.70], [1.30, -3.12, 3.65], [1.03, -2.59, 2.42], [-0.04, -2.54, 1.92], [2.16, -2.12, 1.83], [3.13, -3.11, 4.99], [3.33, -1.26, 3.29], [4.15, -2.49, 2.30], [2.95, -4.31, 3.39], [-3.19, -2.19, -3.76], [-2.52, -3.33, -3.06], [-2.92, -4.45, -3.84], [-3.12, -3.99, -5.10], [-3.21, -4.68, -6.06], [-3.21, -2.64, -5.12], [-2.98, -3.48, -1.80], [-4.22, -2.04, -3.41], [-2.65, -1.25, -3.65], [-1.43, -3.26, -3.05], [-2.88, 4.66, 1.14], [-4.13, 5.41, 0.78], [-3.75, 6.11, -0.39], [-2.79, 5.36, -0.99], [-2.43, 5.50, -2.11], [-2.30, 4.42, -0.14], [-4.48, 6.31, 1.74], [-2.20, 5.26, 1.74], [-3.08, 3.73, 1.65], [-4.99, 4.77, 0.55], [3.07, -4.70, 7.86], [3.25, -6.10, 8.38], [4.48, -6.02, 9.07], [4.60, -4.73, 9.50], [5.37, -4.37, 10.33], [3.72, -3.92, 8.87], [3.36, -7.00, 7.37], [3.57, -4.55, 6.91], [2.02, -4.42, 7.76], [2.46, -6.43, 9.07], [-5.70, 1.02, -5.87], [-7.14, 1.06, -5.44], [-7.15, 0.20, -4.31], [-5.90, 0.28, -3.77], [-5.62, -0.09, -2.68], [-5.02, 0.84, -4.63], [-7.96, 0.54, -6.40], [-5.48, 0.18, -6.53], [-5.38, 1.95, -6.36], [-7.50, 2.05, -5.15]],
  "largest_force_ev_per_a": 2.3,
  "energy_ha": -3033.221835,
  "charge": -1,
  "e_homo_ev": -3.94
}

Record 3
{
  "formula": "C4H12N2O",
  "method": "the ωB97M-V functional and the def2-TZVPD basis",
  "elements": ["C", "C", "C", "C", "N", "N", "H", "H", "H", "H", "H", "H", "H", "H", "H", "H", "H", "H", "O"],
  "xyz": [[-0.53, -0.85, -1.30], [0.08, -0.74, 0.10], [1.30, 0.10, 0.29], [1.20, 1.33, 0.82], [2.51, -0.45, -0.18], [-1.29, 0.38, -1.58], [0.11, -1.32, -2.05], [-1.34, -1.58, -1.14], [0.40, -1.76, 0.25], [-0.66, -0.35, 0.80], [2.05, 2.02, 0.73], [0.59, 1.68, 1.64], [2.51, -1.44, 0.03], [3.28, -0.04, 0.32], [-0.72, 1.16, -1.27], [-1.67, 0.64, -2.47], [-3.13, 0.45, 2.24], [-1.97, 0.68, 1.29], [-2.72, 0.10, 1.47]],
  "largest_force_ev_per_a": 2.4,
  "energy_ha": -344.296994,
  "charge": 0,
  "e_homo_ev": -8.35
}

Record 4
{
  "formula": "C6H14O2",
  "method": "the ωB97M-V functional and the def2-TZVPD basis",
  "elements": ["C", "C", "C", "C", "C", "C", "H", "H", "H", "H", "H", "H", "H", "H", "H", "H", "H", "H", "O", "H", "H", "O"],
  "xyz": [[0.45, -1.18, 1.65], [0.44, -2.48, 2.25], [1.76, -0.45, 1.52], [1.66, 0.58, 0.49], [1.43, 1.89, 0.64], [0.84, 2.83, -0.40], [-0.51, -0.79, 1.31], [-0.44, -3.02, 2.62], [1.44, -2.97, 2.28], [2.72, -1.01, 1.15], [2.04, -0.29, 2.48], [1.52, 0.02, -0.62], [1.54, 2.39, 1.77], [1.05, 3.83, -0.28], [-0.15, 2.70, -0.37], [1.16, 2.50, -1.34], [-3.15, -1.15, -4.50], [-3.50, -2.56, -3.67], [-3.56, -1.95, -4.42], [-2.67, 0.89, -0.37], [-2.01, -0.37, -1.10], [-2.07, 0.57, -1.09]],
  "largest_force_ev_per_a": 5.8,
  "energy_ha": -387.340618,
  "charge": 0,
  "e_homo_ev": -8.96
}

Record 5
{
  "formula": "C28H53FINO9PS",
  "method": "the ωB97M-V functional and the def2-TZVPD basis",
  "elements": ["C", "C", "C", "C", "C", "C", "C", "C", "C", "C", "C", "O", "C", "C", "C", "C", "O", "P", "O", "O", "C", "S", "N", "I", "C", "C", "C", "C", "O", "O", "C", "C", "F", "H", "H", "H", "H", "H", "H", "H", "H", "H", "H", "H", "H", "H", "H", "H", "H", "H", "H", "H", "H", "H", "H", "H", "H", "H", "H", "H", "H", "H", "H", "H", "H", "H", "H", "H", "H", "H", "H", "H", "C", "O", "C", "C", "O", "C", "C", "O", "C", "H", "H", "H", "H", "H", "H", "H", "H", "H", "H", "H", "H", "H", "H"],
  "xyz": [[-4.18, -5.04, -1.43], [-2.77, -4.77, -0.95], [-2.69, -3.90, 0.29], [-1.73, -5.31, -1.59], [-0.34, -4.77, -1.86], [-0.11, -3.26, -1.67], [0.33, -2.51, -2.94], [-0.69, -2.74, -4.05], [0.59, -1.03, -2.52], [-0.10, 0.12, -3.28], [-1.04, 0.97, -2.40], [-0.47, 2.27, -2.31], [-1.10, 3.10, -1.38], [-0.86, 2.64, 0.08], [0.47, 1.92, 0.27], [0.42, 0.52, 0.76], [0.80, 1.68, 1.60], [-0.17, 4.79, -1.70], [-0.61, 5.65, -0.38], [1.36, 4.42, -1.34], [-2.62, 3.30, -1.66], [-2.97, 4.73, -2.69], [-3.36, 2.07, -2.23], [-4.88, 2.74, -3.77], [-4.28, 1.44, -1.20], [-3.64, 0.72, -0.02], [-4.64, -0.33, 0.53], [-4.45, -0.58, 2.01], [-5.32, -0.54, 2.81], [-3.15, -0.91, 2.32], [-2.46, 1.07, -2.96], [-3.12, -0.28, -3.10], [-2.31, 1.58, -4.23], [-4.53, -4.11, -1.89], [-4.18, -5.80, -2.21], [-4.88, -5.31, -0.64], [-3.65, -3.43, 0.51], [-1.95, -3.10, 0.23], [-2.39, -4.52, 1.13], [-1.88, -6.32, -1.98], [-0.10, -5.06, -2.88], [0.38, -5.31, -1.23], [-1.00, -2.76, -1.30], [0.66, -3.12, -0.91], [1.28, -2.96, -3.25], [-0.56, -3.75, -4.45], [-1.71, -2.69, -3.68], [-0.54, -2.08, -4.91], [1.66, -0.86, -2.57], [0.34, -0.94, -1.46], [-0.61, -0.18, -4.19], [0.66, 0.83, -3.61], [-1.05, 0.53, -1.40], [-1.61, 1.94, 0.43], [-0.79, 3.50, 0.75], [1.26, 2.16, -0.44], [-0.53, 0.14, 1.12], [1.29, -0.12, 0.79], [-1.33, 5.30, 0.14], [1.54, 4.37, -0.39], [-3.07, 3.59, -0.71], [-2.14, 4.52, -3.72], [-4.85, 2.29, -0.79], [-5.02, 0.83, -1.71], [-2.73, 0.19, -0.28], [-3.46, 1.44, 0.77], [-4.43, -1.27, 0.02], [-5.68, -0.07, 0.33], [-2.82, -0.31, 3.00], [-4.15, -0.15, -3.45], [-3.16, -0.84, -2.16], [-2.60, -0.85, -3.86], [3.86, 3.21, 2.80], [4.79, 2.74, 3.75], [4.23, 2.24, 4.94], [4.86, 0.93, 5.37], [4.58, -0.18, 4.53], [5.16, -0.24, 3.25], [6.66, -0.47, 3.22], [7.37, 0.66, 3.67], [8.45, 0.38, 4.53], [3.58, 4.25, 3.01], [4.34, 3.17, 1.82], [2.96, 2.59, 2.78], [3.15, 2.09, 4.83], [4.39, 2.97, 5.75], [4.40, 0.67, 6.33], [5.93, 1.05, 5.55], [4.89, 0.62, 2.64], [4.71, -1.12, 2.78], [6.94, -0.68, 2.18], [6.90, -1.35, 3.82], [8.21, -0.41, 5.24], [8.67, 1.29, 5.09], [9.35, 0.09, 3.97]],
  "largest_force_ev_per_a": 2.2,
  "energy_ha": -2967.263151,
  "charge": 1,
  "e_homo_ev": -10.41
}

Record 6
{
  "formula": "C21H23NO6S",
  "method": "the ωB97M-V functional and the def2-TZVPD basis",
  "elements": ["C", "H", "H", "H", "O", "C", "C", "C", "C", "C", "C", "H", "H", "S", "O", "O", "N", "C", "C", "C", "C", "C", "O", "H", "H", "H", "H", "H", "C", "C", "C", "C", "C", "C", "C", "H", "O", "C", "H", "H", "H", "O", "C", "H", "H", "H", "H", "H", "H", "H", "H", "H"],
  "xyz": [[-7.14, -0.09, -0.35], [-8.11, -0.26, 0.11], [-7.26, 0.59, -1.20], [-6.74, -1.05, -0.71], [-6.33, 0.47, 0.65], [-5.04, 0.76, 0.36], [-4.44, 0.57, -0.89], [-3.10, 0.88, -1.06], [-2.37, 1.38, 0.00], [-2.95, 1.59, 1.23], [-4.28, 1.28, 1.42], [-4.76, 1.43, 2.37], [-2.34, 1.97, 2.03], [-0.62, 1.67, -0.25], [-0.04, 2.02, 1.02], [-0.43, 2.57, -1.35], [-0.15, 0.15, -0.76], [-0.17, -0.84, 0.31], [-1.46, -1.59, 0.29], [-2.01, -2.40, -0.65], [-3.29, -2.77, -0.16], [-3.42, -2.15, 1.04], [-2.32, -1.43, 1.32], [-4.20, -2.14, 1.77], [-4.00, -3.42, -0.64], [-1.57, -2.71, -1.57], [-0.07, -0.32, 1.27], [0.68, -1.51, 0.19], [0.92, 0.08, -1.73], [2.28, 0.24, -1.10], [2.69, 1.48, -0.65], [3.91, 1.61, 0.00], [4.74, 0.52, 0.22], [4.33, -0.75, -0.24], [3.10, -0.86, -0.89], [2.82, -1.84, -1.23], [5.00, -1.93, -0.12], [6.29, -2.00, 0.43], [6.30, -1.71, 1.48], [6.58, -3.05, 0.34], [7.00, -1.38, -0.13], [5.94, 0.62, 0.88], [6.35, 1.88, 1.35], [7.31, 1.71, 1.84], [6.48, 2.60, 0.54], [5.64, 2.28, 2.08], [4.20, 2.59, 0.34], [2.06, 2.34, -0.80], [0.73, 0.89, -2.43], [0.84, -0.88, -2.26], [-2.62, 0.74, -2.01], [-5.00, 0.17, -1.72]],
  "largest_force_ev_per_a": 1.1,
  "energy_ha": -1718.324778,
  "charge": 0,
  "e_homo_ev": -7.95
}

Record 7
{
  "formula": "C12H27Cl2MoN2OP2S",
  "method": "the ωB97M-V functional and the def2-TZVPD basis",
  "elements": ["C", "C", "H", "H", "H", "O", "Cl", "Mo", "P", "C", "C", "H", "H", "H", "H", "H", "H", "C", "H", "H", "H", "P", "C", "C", "H", "H", "H", "C", "H", "H", "H", "H", "H", "H", "Cl", "C", "N", "C", "C", "N", "C", "S", "H", "H", "H", "H", "H", "H"],
  "xyz": [[-1.54, 6.14, -2.21], [-1.03, 4.74, -2.17], [-2.58, 6.08, -2.53], [-0.98, 6.75, -2.92], [-1.49, 6.59, -1.22], [-1.67, 3.74, -2.44], [0.67, 4.61, -1.67], [1.00, 0.18, 0.35], [0.87, -0.07, -1.90], [0.00, -1.35, -2.88], [0.56, 1.37, -3.00], [0.92, 1.14, -4.02], [2.66, -0.55, -3.45], [1.07, 2.26, -2.61], [3.30, 0.33, -2.03], [-1.02, -0.99, -3.08], [-0.52, 1.61, -3.00], [2.63, -0.47, -2.36], [0.53, -1.49, -3.84], [2.96, -1.41, -1.91], [-0.06, -2.30, -2.34], [-0.68, 0.72, 1.90], [-2.17, -0.24, 2.41], [0.18, 0.81, 3.56], [-0.74, 3.14, 1.49], [-1.79, 2.67, 2.89], [-2.33, 2.36, 1.19], [-1.46, 2.40, 1.87], [1.05, 1.48, 3.49], [-0.53, 1.21, 4.31], [-2.49, 0.05, 3.42], [-1.98, -1.32, 2.38], [0.52, -0.18, 3.88], [-2.97, -0.01, 1.69], [2.34, 1.94, 0.78], [0.36, -3.47, 2.99], [0.53, -3.96, 1.63], [-0.06, -5.09, 1.08], [0.23, -5.10, -0.25], [1.01, -3.97, -0.49], [1.18, -3.27, 0.67], [1.94, -1.76, 0.98], [1.31, -3.07, 3.37], [-0.43, -2.70, 3.03], [0.04, -4.32, 3.61], [-0.63, -5.75, 1.71], [-0.11, -5.78, -1.01], [1.41, -3.68, -1.37]],
  "largest_force_ev_per_a": 5.7,
  "spin_multiplicity": 3,
  "energy_ha": -2726.662024,
  "s_squared": 2.02,
  "charge": 3,
  "e_homo_ev": [-17.84, -17.84]
}

Record 8
{
  "formula": "C5H11NO2",
  "method": "the ωB97M-V functional and the def2-TZVPD basis",
  "elements": ["C", "C", "O", "H", "H", "H", "H", "H", "H", "C", "C", "C", "N", "O", "H", "H", "H", "H", "H"],
  "xyz": [[2.08, -1.00, -0.31], [2.67, 0.08, 0.26], [0.55, 0.73, -1.21], [0.29, 1.21, -2.00], [2.46, -1.44, -1.22], [1.22, -1.49, 0.14], [2.36, 0.41, 1.24], [1.54, 0.96, -0.80], [3.63, 0.43, -0.09], [-1.36, 0.96, 1.35], [-1.93, 0.66, -0.01], [-1.92, -0.78, -0.44], [-1.73, -1.71, 0.40], [-2.36, 1.50, -0.76], [-1.85, -2.64, 0.00], [-2.06, -0.92, -1.52], [-1.73, 0.22, 2.07], [-0.27, 0.84, 1.29], [-1.61, 1.98, 1.65]],
  "largest_force_ev_per_a": 4.3,
  "energy_ha": -402.257820,
  "charge": 0,
  "e_homo_ev": -9.50
}